Record 1
Density functional theory data (the ωB97M-V functional and the def2-TZVPD basis) for C32H37BN8O3RhS5Si as an isolated structure.

```
88
Properties=species:S:1:pos:R:3:forces:R:3
Rh 0.190624 -0.725492 0.689673 -0.17 0.12 0.11
S -0.079637 -5.675722 -2.657943 -0.06 -0.01 0.03
S 1.308577 -1.950666 -0.952662 0.08 -0.07 -0.08
S 0.854702 -4.790574 -0.092299 -0.06 0.06 0.10
S 0.136726 -7.657463 -0.456892 -0.09 0.04 0.03
S 0.041460 -2.972702 -3.943239 0.00 -0.02 0.02
Si -1.478321 0.983368 0.472093 0.07 -0.04 -0.05
O -1.684867 -2.975616 1.051937 0.00 -0.03 0.00
O 0.836616 -1.745332 2.575846 -0.04 -0.12 0.12
O -2.569077 -1.576026 -0.509779 0.04 0.01 0.04
N 4.677492 -1.052162 1.786793 -0.01 0.04 -0.05
N 4.320581 4.271616 1.521348 -0.03 0.01 0.03
N 3.531230 2.024981 1.565702 -0.08 0.04 0.00
N 3.802662 -4.614255 4.333693 0.00 0.01 0.00
N 4.903199 4.850961 2.595236 0.04 0.04 -0.01
N 4.406063 6.012585 2.780852 -0.01 -0.01 -0.03
N 1.696781 -2.662572 2.390795 0.03 0.09 -0.02
N 1.865768 0.615696 1.413358 -0.02 0.12 -0.17
C -4.880735 -2.216786 -0.500463 0.00 -0.03 -0.03
C -0.636353 2.585424 1.049212 -0.06 0.03 -0.01
C 3.435156 6.225360 1.822634 0.01 0.04 0.04
C 4.616443 2.896291 1.202111 0.00 -0.04 -0.01
C 3.440937 -3.749605 3.656948 0.02 -0.06 0.04
C 0.275481 -6.117160 -1.024290 0.19 -0.13 -0.15
C -2.417159 1.925987 -4.041718 -0.01 0.00 -0.01
C 0.725944 -3.550535 -1.317635 -0.03 0.06 -0.03
C -1.300822 0.578790 -2.389193 -0.05 -0.05 0.02
C -3.446659 -2.717363 -0.482950 -0.01 -0.05 -0.04
C 3.051351 1.846053 2.847000 0.02 0.05 0.00
C 3.364647 5.097828 1.010549 -0.02 -0.05 -0.01
C -2.739023 2.355754 -1.698990 0.04 0.03 0.02
C -2.991382 -4.970364 0.728340 -0.03 0.01 0.01
C -3.087565 0.962835 1.452957 -0.01 -0.08 0.06
C 1.684316 7.218801 0.579465 0.01 -0.02 -0.02
C 0.284494 -3.974386 -2.522360 0.01 0.02 0.01
C 1.760249 -2.762532 -4.469197 -0.02 0.01 -0.02
C 1.612724 6.063156 -0.230311 0.00 0.02 0.01
C -1.878086 1.312511 -1.350172 0.04 -0.04 -0.06
C 3.038018 1.126563 -0.729117 -0.04 -0.05 0.00
C -3.842356 -3.045605 2.050869 0.01 0.02 0.01
C -3.164402 -3.520740 -1.745904 0.01 0.00 0.05
C -3.023483 -3.455217 0.830885 -0.02 -0.01 -0.01
C 2.444423 4.986188 -0.036749 0.01 -0.02 -0.01
C 2.022266 0.976164 2.733252 -0.04 -0.12 0.06
C 3.929045 -1.806018 2.245799 0.06 -0.04 0.09
C 2.779131 1.260530 0.729481 0.18 -0.05 -0.01
C -3.009680 2.663141 -3.025938 -0.02 0.01 -0.01
C 2.995697 -2.691281 2.838302 -0.06 0.06 -0.10
C 2.588537 7.318315 1.609227 0.00 -0.01 0.00
C -1.563207 0.880807 -3.718606 0.00 0.00 -0.01
B -1.501273 -1.798480 0.348054 0.03 0.02 0.04
H -3.213559 2.946455 -0.921377 0.00 0.01 0.01
H -3.377457 -3.481287 2.935380 0.00 0.00 0.01
H 0.259966 2.796629 0.463605 0.03 -0.01 -0.02
H -2.132777 -3.871030 -1.754665 -0.05 0.02 0.01
H 2.320751 -2.235266 -3.699859 0.00 0.00 0.00
H 1.002397 8.035657 0.384333 0.00 0.00 -0.01
H -4.871645 -3.402092 1.984480 -0.01 0.00 0.00
H -3.664713 0.055135 1.282450 0.01 0.03 -0.02
H -1.325228 3.428154 0.925147 0.00 0.00 0.00
H 1.733958 -2.164755 -5.380039 0.02 0.00 0.00
H -2.333829 -5.314775 -0.064939 0.04 -0.01 -0.04
H -3.827252 -4.383452 -1.831410 0.00 0.00 -0.01
H -2.628086 2.159010 -5.078678 0.00 0.00 0.00
H -3.686201 3.474959 -3.266868 0.00 0.00 0.00
H 1.403106 0.544999 3.501107 0.01 0.03 0.00
H -3.713753 1.817054 1.181064 0.02 0.03 -0.01
H -0.342919 2.538905 2.099466 0.00 0.00 0.02
H -5.578259 -3.055221 -0.439314 -0.02 0.00 0.00
H 2.217448 -3.726382 -4.683014 0.00 0.00 0.00
H -3.311670 -2.872975 -2.611457 0.01 0.00 0.00
H -2.624746 -5.388262 1.666145 -0.01 0.01 0.01
H -2.866387 1.040840 2.520571 -0.02 -0.03 0.01
H -1.109983 0.284995 -4.502270 0.01 -0.01 0.01
H -0.661105 -0.267285 -2.159752 0.01 0.04 -0.01
H 2.377776 0.365191 -1.139579 0.00 0.07 0.02
H 2.645188 8.194271 2.240652 0.01 0.00 0.01
H 3.489964 2.348381 3.691310 0.00 -0.01 0.01
H 5.522041 2.640349 1.748960 -0.01 -0.02 0.00
H 2.369429 4.100280 -0.651937 0.00 0.01 0.01
H 2.856546 2.055364 -1.274016 0.03 0.01 0.01
H 0.871576 6.018215 -1.017463 0.00 0.01 0.00
H -3.994638 -5.362555 0.543551 0.00 -0.01 0.00
H 4.796111 2.795299 0.134207 0.02 0.00 0.00
H -5.082147 -1.533312 0.321995 0.00 0.00 0.01
H 4.064593 0.800359 -0.905295 -0.01 0.01 -0.01
H -5.061041 -1.684793 -1.435472 0.00 0.00 0.00
H -3.850706 -1.962105 2.176976 0.01 -0.01 -0.01
```
Positions in Å, forces in eV/Å.

Values from the calculation:
Charge ... -1
Multiplicity ... 5
Gap between HOMO and LUMO (spin up / spin down) ... 6.628 / 6.913 eV
Energy ... -4321.2746 Ha
Lowest unoccupied orbital energy (spin up / spin down) ... 1.90 / 1.41 eV

=====

Record 2
Density functional theory data (the ωB97M-V functional and the def2-TZVPD basis) for one molecule with the formula C7H8O.

```
16
Properties=species:S:1:pos:R:3:forces:R:3
O -1.007424 0.792290 1.361842 -2.21 1.77 1.23
C -0.312983 0.472845 0.281333 -0.41 -2.71 -0.57
C -1.465156 -0.233677 2.235932 -1.89 -0.78 0.09
C 1.411816 1.223048 -1.266459 -10.95 -11.99 3.22
C -0.429975 -0.797426 -0.320885 0.45 -1.20 -1.66
C 1.334409 -0.082889 -2.000552 -2.25 1.31 3.69
C 0.611007 1.391336 -0.143691 1.80 0.57 -1.74
C 0.425578 -1.060477 -1.459444 0.52 0.04 -0.77
H 2.079081 1.688262 -1.579370 10.39 8.61 -4.30
H -0.543940 -0.781466 2.190585 0.49 -1.07 2.17
H 2.019878 -0.254441 -2.800804 0.09 -0.31 -0.43
H 0.843739 2.222817 0.460349 -0.32 1.02 0.74
H -1.160036 -1.667371 -0.030135 1.52 2.17 -0.32
H -2.011416 0.239864 3.236276 2.14 -1.29 -2.72
H -2.187439 -1.056186 1.792103 0.70 2.14 0.47
H 0.392862 -2.096529 -1.957081 -0.06 1.72 0.89
```
Positions in Å, forces in eV/Å.

Values from the calculation:
Charge ... 0
SMILES string ... COc1ccccc1
Multiplicity ... 1
Gap between HOMO and LUMO ... 9.395 eV
Energy ... -346.6438 Ha
Lowest unoccupied orbital energy ... 0.97 eV
Energy relative to the best compared isomer or geometry (same formula, charge and spin) ... 82.6 kcal/mol

=====

Record 3
Density functional theory data (the ωB97M-V functional and the def2-TZVPD basis) for one molecule with the formula C4H6N2O.

```
13
Properties=species:S:1:pos:R:3:forces:R:3
O 0.368229 0.951968 -0.214196 0.13 -0.33 0.39
N 0.961649 -1.123056 -0.840095 0.11 0.48 -0.54
N 2.617394 0.326368 0.006832 -0.09 0.06 0.01
C -2.024807 0.353551 0.187400 -0.09 -0.09 0.22
C -0.790445 0.299851 -0.679095 0.15 -0.38 0.22
C -0.368202 -0.901754 -1.119786 -0.46 -0.09 0.37
C 1.329109 0.021217 -0.332710 0.19 -0.22 -0.29
H -2.998217 0.578585 -0.267574 0.48 0.29 0.02
H -2.063262 -0.664656 0.581877 -0.59 0.17 0.17
H -1.820148 0.966103 1.068532 -0.24 0.30 -0.31
H 2.776395 1.143136 0.573594 -0.12 -0.12 0.09
H 3.151352 -0.498246 0.248062 0.02 0.28 -0.13
H -1.103675 -1.648105 -1.384846 0.50 -0.35 -0.23
```
Positions in Å, forces in eV/Å.

Values from the calculation:
Charge ... 0
SMILES string ... Cc1cnc(N)o1
Multiplicity ... 1
Gap between HOMO and LUMO ... 8.854 eV
Energy ... -340.7384 Ha
Lowest unoccupied orbital energy ... 0.85 eV
Energy relative to the best compared isomer or geometry (same formula, charge and spin) ... 35.5 kcal/mol

=====

Record 4
Density functional theory data (the ωB97M-V functional and the def2-TZVPD basis) for a 2-piece molecular cluster, C6H15NO5Si overall.

```
28
Properties=species:S:1:pos:R:3:forces:R:3
Si -1.080033 -0.283780 0.277701 1.15 2.48 -0.77
O -2.533915 -1.725478 -1.290764 -0.19 -2.09 -1.08
O 0.413445 0.976530 -1.671135 -2.52 -1.54 3.01
O -0.483778 -1.659755 0.747030 -0.89 0.29 -0.54
O -3.474666 0.122241 -0.779559 -1.09 0.51 0.09
O -1.375884 0.831996 1.411902 1.33 -2.64 0.47
N -2.608720 -0.704987 -0.689796 1.30 1.34 0.64
C 1.661375 0.443099 -1.669163 1.46 -0.24 -0.94
C 1.749862 -1.057588 -2.006378 -0.67 0.70 -3.92
C 0.646606 -2.252076 1.282201 2.24 -3.42 -0.93
C 1.676584 -1.191693 1.747004 -3.30 1.50 -1.24
C -1.718595 2.578664 0.068348 -3.28 3.25 -1.35
C -1.390437 2.246029 1.498924 1.01 0.43 -2.82
H 2.656662 -1.569638 -1.821013 1.57 0.11 0.22
H 2.590183 -1.581321 1.997849 2.37 -1.19 0.11
H -2.234299 2.406678 2.134256 0.09 0.94 0.86
H -0.369756 2.762305 1.674543 -1.65 -1.32 0.72
H 0.191756 -3.053898 2.065071 1.65 2.03 -1.49
H -1.777062 3.686658 -0.170792 0.58 -0.96 0.51
H 2.300116 0.427639 -0.766801 -0.38 1.26 0.44
H 1.268238 -0.864294 2.709902 0.12 1.01 -0.36
H 1.059005 -1.703505 -1.533312 -1.44 -0.13 0.82
H 1.232644 -2.908390 0.395061 -1.91 1.50 2.22
H 1.547368 -1.184879 -3.134711 0.19 -0.03 1.57
H 2.129391 1.175430 -2.425690 0.38 -1.56 0.73
H 1.788702 -0.354611 0.878913 -0.33 -1.86 2.34
H -1.093219 2.138952 -0.673559 1.06 -0.27 -0.22
H -2.771575 2.299679 -0.256043 1.14 -0.10 0.92
```
Positions in Å, forces in eV/Å.

Values from the calculation:
Charge ... 0
Multiplicity ... 1
Gap between HOMO and LUMO (spin up / spin down) ... 7.818 / 7.817 eV
Energy ... -957.8677 Ha
Lowest unoccupied orbital energy (spin up / spin down) ... -1.01 / -1.01 eV
Energy relative to the best compared isomer or geometry (same formula, charge and spin) ... 192.5 kcal/mol

=====

Record 5
Density functional theory data (the ωB97M-V functional and the def2-TZVPD basis) for C3H4F2S2 as an isolated structure.

```
11
Properties=species:S:1:pos:R:3:forces:R:3
S 2.120553 -0.961232 0.102783 5.08 -4.03 5.17
S 1.214077 1.772004 0.190075 0.27 -1.48 -0.39
F -1.153229 -0.415958 1.365267 0.11 -0.49 -0.05
F -2.498791 0.041682 -0.249112 -1.46 -0.16 -0.63
C -1.279701 0.242660 0.174781 2.38 3.28 0.66
C -0.195158 -0.316074 -0.845840 -3.68 -1.40 -1.90
C 1.046725 0.113839 -0.206927 -2.40 6.83 -0.68
H -0.980188 1.415862 0.468022 -1.36 -2.96 -1.20
H -0.455264 0.034466 -2.032174 0.92 -0.76 3.64
H 2.608211 -0.461575 1.755803 -0.78 -0.82 -3.90
H -0.427232 -1.465669 -0.722682 0.91 1.99 -0.70
```
Positions in Å, forces in eV/Å.

Values from the calculation:
Charge ... 0
Multiplicity ... 1
Gap between HOMO and LUMO ... 7.038 eV
Energy ... -1112.6761 Ha
Lowest unoccupied orbital energy ... -1.64 eV
Energy relative to the best compared isomer or geometry (same formula, charge and spin) ... 82.1 kcal/mol

=====

Number 5 is which compound? C3H4F2S2